DFT (wB97M-V/def2-TZVPD) results for a 6-piece molecular cluster, C24H36O18 overall in a non-equilibrium geometry.

```
78
Properties=species:S:1:pos:R:3:forces:R:3:mulliken_charge:R:1
O -3.493236 2.213217 2.780999 0.46 0.56 -1.49 -0.407
O -0.057326 -1.020893 -0.259161 0.08 0.07 0.08 -0.445
O 0.552964 -1.696843 4.770059 -2.88 -4.46 -3.26 -0.329
O -2.505946 2.364507 0.797829 0.34 2.75 -1.08 -0.370
O 1.485344 2.292497 -6.330001 0.42 1.79 3.80 -0.618
O 0.567094 3.259567 -4.472821 -2.15 0.19 -0.98 -0.330
O 0.696044 7.040217 2.982119 1.23 -5.73 -2.54 -0.626
O -1.698006 -2.282583 4.228189 3.03 1.59 0.68 -0.612
O -3.756046 4.168327 1.487019 1.48 -4.22 1.08 -0.589
O 2.655844 2.648267 -4.400391 0.30 -0.08 -1.14 -0.379
O 0.991204 4.761807 3.015729 -0.20 -1.74 3.06 -0.366
O -1.349206 -3.978243 -3.550201 -1.34 -1.67 -2.20 -0.562
O -0.275006 -4.915473 -5.238411 1.44 1.57 -0.19 -0.306
O 1.960984 -0.469963 0.451589 0.21 -0.06 0.25 -0.343
O 0.982144 5.658637 1.042689 0.02 -0.42 0.96 -0.423
O -2.356966 -5.561273 -4.976381 -0.09 0.10 -0.26 -0.330
O -1.128046 -0.752573 5.672929 -2.34 3.77 2.93 -0.277
O 0.990264 0.796357 -1.077391 -0.30 0.42 0.00 -0.597
C -1.389376 -4.720763 -4.522451 1.04 0.67 2.10 0.600
C 1.917494 0.046547 4.906919 2.10 -0.01 0.16 -1.039
C 0.391864 2.464357 2.666189 1.39 0.74 -0.64 -0.736
C 2.192894 2.797427 -3.064481 3.72 0.75 1.44 0.754
C 0.984274 4.179897 0.816509 -0.95 2.34 -2.20 0.535
C 1.636494 -1.670863 1.100089 0.24 -1.71 1.56 -0.103
C -2.406516 -5.597273 -7.503081 -0.51 0.28 1.29 -1.287
C 0.697144 -3.203293 -0.639381 0.12 -3.13 -0.58 -1.611
C -0.391776 -6.012533 -6.064131 -0.24 -2.09 0.43 -0.467
C -0.028106 -0.292743 6.389259 1.53 0.12 2.08 -0.628
C 1.271104 3.691237 2.125249 -0.66 -2.14 2.98 -0.027
C -2.792516 0.957517 2.533909 0.93 0.33 -1.33 1.388
C 1.198714 -0.977473 5.697939 -0.68 2.50 0.84 0.576
C -1.852156 -6.202393 -6.182441 -0.78 0.30 -2.43 0.364
C 0.964864 -0.154113 -0.357611 -0.92 0.16 -0.73 0.753
C 0.973134 3.722567 -3.231171 2.56 -0.36 2.12 -0.001
C 3.569434 3.281567 -2.394531 -1.40 0.44 -0.85 -1.410
C 0.898684 5.885017 2.458379 -1.46 6.96 -1.93 0.610
C -3.319886 3.023477 1.685609 -0.46 2.10 -0.60 0.691
C -2.410016 0.989897 0.975149 -2.20 -0.07 1.47 0.107
C -0.852696 -1.603843 4.819999 0.21 -4.88 -3.26 0.716
C 0.403244 -2.287513 0.408689 -0.05 4.00 0.20 0.483
C 1.594684 2.727727 -5.163941 -1.10 -1.95 -4.26 0.558
C -3.647746 -0.143263 2.886309 -1.37 -2.81 1.23 -1.852
H 1.166034 4.795167 -3.210551 0.61 0.10 -0.66 0.307
H -3.164956 -1.095253 2.665589 0.16 0.00 -0.48 0.370
H 1.678954 -3.127693 -1.106751 -0.36 0.60 -0.48 0.373
H 2.527584 -2.292783 1.014789 -0.18 -0.29 0.09 0.391
H 0.495604 2.440277 3.750969 0.39 -0.35 -0.13 0.452
H 0.724684 1.567077 2.144439 0.36 -0.25 0.40 -0.081
H 1.884654 -1.547993 6.324119 -0.43 -0.24 0.22 0.324
H 3.839954 4.202637 -2.910821 -0.26 0.41 0.28 0.392
H -2.283766 -4.514583 -7.474441 -0.21 0.10 0.00 0.331
H -3.462236 -5.861463 -7.564331 -0.03 0.27 -0.25 0.326
H -1.903486 0.942277 3.164389 0.12 0.17 -0.05 -0.030
H -0.187256 -3.327003 -1.264381 0.46 0.15 -0.61 0.360
H -3.206316 0.587507 0.348979 -0.53 -0.50 0.40 0.350
H 2.817834 -0.365063 4.450789 0.18 -0.30 0.09 0.386
H 1.784094 3.875727 0.141319 -0.15 0.45 -0.27 -0.234
H 0.046304 0.794317 6.418729 -0.22 -0.02 -0.46 0.330
H 0.768674 -4.155433 -0.113631 0.08 -0.53 -0.05 0.432
H 2.289074 0.743707 5.657909 -0.20 1.03 -0.71 0.452
H -0.464766 -2.573453 1.002739 0.48 -0.03 0.41 0.425
H -0.684036 2.452817 2.491809 0.21 1.12 -0.45 0.168
H -1.552986 0.505707 0.506989 0.67 0.60 0.96 -0.230
H -0.167986 -0.603003 7.424759 0.04 -0.13 0.04 0.283
H -4.649066 -0.183483 2.457529 0.16 0.43 -0.38 0.386
H 1.328284 0.317337 4.030789 -0.20 0.92 0.66 -0.086
H 0.103374 -6.033033 -7.034961 0.29 0.73 0.34 0.340
H 1.432174 -1.514653 2.159309 0.08 0.29 0.06 -0.179
H 4.374594 2.636547 -2.746341 -0.28 -0.55 0.52 0.389
H 2.024974 1.764217 -2.760531 -0.88 0.45 0.47 0.018
H -1.975576 -7.282973 -6.254581 -0.95 0.08 0.80 0.295
H -1.894386 -5.932233 -8.405091 0.12 -0.41 0.29 0.375
H -0.151426 -6.914613 -5.501471 1.28 0.07 0.14 0.305
H -3.791246 -0.294273 3.956209 -0.02 0.59 0.22 0.376
H 0.027564 3.849897 0.411669 -0.16 0.33 -0.02 0.032
H 2.359164 3.636497 2.160289 0.04 -1.16 0.65 0.404
H 3.570664 3.447357 -1.317211 -0.04 -0.25 -0.11 0.308
H 0.429914 3.633217 -2.290421 -1.44 -0.90 -0.76 0.097
```
Forces are in eV/Å.

The relative energy (zero: lowest compared OMol25 entry of this formula, charge and spin) is 6.158 eV. The SMILES is C[C@H]1COC(=O)O1.C[C@H]1COC(=O)O1.C[C@H]1COC(=O)O1.C[C@H]1COC(=O)O1.C[C@H]1COC(=O)O1.C[C@H]1COC(=O)O1. For the frontier orbital gap, the calculation gives 10.4 eV.

=====

DFT (wB97M-V/def2-TZVPD) results for C26H14Cl2N9O2SeSr as an isolated structure in a non-equilibrium geometry.

```
55
Properties=species:S:1:pos:R:3:forces:R:3:mulliken_charge:R:1
Sr -0.232700 -0.212463 -0.172392 2.08 -1.54 0.64 3.178
Se -1.150628 2.751539 0.391780 -0.30 1.26 0.12 0.392
Cl -4.111105 -0.008435 -6.248972 0.00 0.00 0.04 -0.246
Cl -6.316339 0.329772 -3.955207 0.04 0.01 0.00 -0.248
O 0.470339 0.146052 -4.593113 0.03 -0.03 -0.03 -0.824
O -4.434273 0.896867 0.553404 -0.11 -0.04 0.01 -0.767
N -2.474441 0.217439 -0.525671 -1.15 0.06 -0.30 -0.285
N 0.552340 -6.694303 1.688779 -0.02 0.01 0.00 -0.570
N 2.013903 -0.345063 -1.420089 0.22 0.19 -0.36 0.299
N -0.553229 -0.178512 -2.522719 -0.33 0.20 -0.57 0.189
N -0.826792 4.456751 0.073258 0.06 -0.11 -0.06 -0.800
N -1.294838 0.268793 2.060344 -0.68 0.01 0.44 0.039
N 0.304776 -4.970617 -0.059735 -0.09 -0.15 -0.47 -0.694
N 0.238345 -2.531298 0.086943 0.11 -1.08 0.26 -0.838
N 0.192824 2.171126 -0.610804 0.16 1.21 -0.10 -0.162
C 3.245501 -0.372458 -0.913961 -0.02 -0.14 0.02 -0.387
C 1.772925 5.639208 -2.174498 0.07 -0.05 -0.04 -0.458
C -2.326225 -0.034161 -4.230048 0.00 -0.01 -0.02 -0.823
C 0.464679 -0.093555 -3.378196 -0.12 0.02 -0.02 0.308
C -2.627226 0.207229 1.894148 -0.01 0.15 -0.14 0.554
C -3.275878 0.475964 0.508394 0.05 -0.19 0.01 -0.066
C 2.322519 4.372891 -2.569451 -0.02 0.08 -0.01 -0.735
C -3.667535 0.064902 -4.565957 -0.01 0.00 -0.06 0.064
C -2.888558 0.211565 -1.881545 0.13 -0.08 0.09 -0.282
C -2.939753 -0.245151 4.221589 -0.02 -0.01 0.01 -0.362
C 0.742982 5.721215 -1.301337 -0.04 -0.05 0.05 -0.757
C -0.786842 0.089169 3.281689 -0.03 -0.02 -0.05 -0.590
C -3.476905 -0.043016 2.965373 -0.06 0.01 -0.02 -0.585
C 0.430117 -5.848758 0.903048 0.06 0.06 0.24 0.472
C 1.863200 -0.264578 -2.745448 -0.19 0.04 -0.08 -0.081
C 0.194967 4.510558 -0.768808 -0.03 0.11 -0.01 0.342
C 2.960853 -0.245746 -3.602207 0.01 -0.01 -0.03 -0.594
C -4.619319 0.218864 -3.579766 -0.04 0.02 0.00 0.057
C -1.894729 0.011332 -2.905048 0.00 0.03 0.11 -0.196
C 1.850003 3.204021 -2.076971 -0.03 -0.01 0.05 0.130
C -4.225840 0.296676 -2.252490 -0.06 0.15 0.00 -0.790
C 4.388182 -0.333992 -1.690046 0.00 -0.01 -0.02 -0.717
C -1.564254 -0.171486 4.391572 0.01 0.01 0.02 -0.617
C 0.758116 3.243885 -1.152724 0.16 -0.16 -0.03 0.375
C 0.260555 -3.702995 0.068053 0.16 0.10 0.30 0.233
C 4.234894 -0.280786 -3.069024 0.01 -0.01 0.00 -0.384
H 5.364385 -0.353112 -1.225535 0.00 -0.01 0.00 0.419
H -1.591800 -0.156542 -5.008920 -0.01 -0.01 0.01 0.608
H 0.319871 6.668497 -0.996743 -0.03 -0.01 0.00 0.437
H -4.540417 -0.060961 2.776853 0.00 0.01 0.00 0.493
H -3.584652 -0.453848 5.065819 0.00 0.00 0.00 0.412
H -1.103269 -0.313345 5.358909 0.00 -0.01 0.00 0.394
H 2.767719 -0.184243 -4.663256 0.01 0.01 0.00 0.491
H 0.292821 0.154540 3.366171 0.00 0.00 0.00 0.432
H 2.260001 2.252406 -2.383256 -0.01 -0.02 0.01 0.255
H 3.127773 4.357007 -3.292586 0.02 0.02 0.02 0.422
H 5.102305 -0.263156 -3.717354 0.00 0.00 0.00 0.394
H -4.971851 0.444160 -1.487900 0.01 -0.02 -0.01 0.663
H 2.196351 6.543598 -2.592421 0.00 -0.01 -0.01 0.370
H 3.318236 -0.447215 0.166793 0.00 0.02 0.00 0.435
```
Forces are in eV/Å.

The relative energy (zero: lowest compared OMol25 entry of this formula, charge and spin) is 1.094 eV. For the frontier orbital gap, the calculation gives 5.7 eV. Its charge is -1.

=====

DFT (wB97M-V/def2-TZVPD) results for C6H16CaO3P as an isolated structure in a non-equilibrium geometry.

```
27
Properties=species:S:1:pos:R:3:forces:R:3:mulliken_charge:R:1
Ca 0.464340 -2.087881 1.216779 -2.24 -0.72 1.94 1.337
P -2.034939 -1.725413 -0.048338 -1.69 0.17 -1.09 -0.186
O -3.109971 -0.440453 0.040713 0.71 0.15 0.48 -0.488
O -0.653813 -0.563062 -0.143946 0.35 0.01 0.46 -0.436
O 1.812328 -1.524281 -0.185250 2.01 0.71 -1.34 -0.827
C -1.074060 0.735187 0.262802 0.24 1.30 -0.35 -0.008
C -2.541080 0.877514 -0.089702 -0.65 -1.38 -0.11 -0.428
C -0.043993 1.700750 -0.343252 -0.26 -0.66 0.19 -0.899
C 1.276869 1.366295 0.372019 0.22 0.51 -0.93 -0.116
C 2.374239 0.776063 -0.560951 -0.10 -0.56 1.50 -1.129
C 2.848755 -0.526769 0.108329 0.07 0.70 -0.45 -0.363
H -2.062721 -1.761569 -1.471758 0.20 -0.10 0.15 0.032
H 1.673346 2.227898 0.904826 0.02 0.04 0.01 0.608
H -0.981737 -2.823109 -0.138071 0.14 -0.10 0.19 -0.012
H 1.955690 0.482489 -1.522159 0.19 0.32 -0.27 0.491
H 2.872638 -0.380628 1.192169 0.13 -0.07 0.09 0.261
H 1.041237 0.626428 1.141485 0.10 0.05 0.20 0.051
H -2.761630 1.189618 -1.109159 0.29 0.44 -0.02 0.328
H -1.005463 0.910792 1.344272 0.04 -0.63 0.21 0.216
H 3.187023 1.485129 -0.677108 0.10 -0.07 -0.26 0.456
H -1.766814 -1.653540 1.437147 0.23 -0.23 0.18 -0.135
H 3.835369 -0.869657 -0.191649 -0.21 -0.33 -0.33 0.370
H -0.314444 2.750362 -0.271919 -0.16 0.01 0.19 0.410
H 0.024624 1.438974 -1.398705 0.00 0.21 -0.12 0.360
H 1.094637 -1.034118 -0.643920 0.07 -0.03 -0.48 0.720
H -3.072369 -2.668427 0.117754 0.24 -0.09 0.23 0.099
H -3.038064 1.491408 0.657590 -0.04 0.36 -0.27 0.287
```
Forces are in eV/Å.

For the frontier orbital gap, the calculation gives 7.9 eV. Its charge is +1.

=====

DFT (wB97M-V/def2-TZVPD) results for C4H8O2 in the gas phase in a non-equilibrium geometry.

```
14
Properties=species:S:1:pos:R:3:forces:R:3:mulliken_charge:R:1
O -1.086173 1.120199 0.925855 0.89 -3.40 -0.25 -0.588
O -0.294480 -0.851130 1.648177 1.24 -2.55 -0.50 -0.448
C 1.661946 -0.592921 -0.562121 -1.65 -0.15 0.16 -0.867
C -0.178832 0.765958 -1.628151 2.36 2.43 -5.55 -1.405
C -0.554542 0.009085 0.701991 -0.28 5.29 -1.39 0.586
C 0.085771 -0.249189 -0.696518 0.87 -6.33 2.94 0.288
H -0.406716 -1.406985 -1.004418 1.20 3.25 0.49 0.242
H 0.224800 1.746848 -1.334638 -0.27 -0.35 0.11 0.310
H 1.732876 -1.516772 0.228833 0.67 2.16 -2.40 0.329
H 1.752034 -0.822480 -1.689879 1.14 -0.24 2.10 0.277
H -1.192709 0.822639 -1.764456 -2.54 0.69 -0.47 0.411
H 0.286224 -1.556888 1.188586 -1.39 1.26 1.42 0.341
H 0.282789 0.639230 -2.866782 -1.14 -0.14 3.88 0.270
H 2.279853 0.344255 -0.240713 -1.09 -1.90 -0.53 0.254
```
Forces are in eV/Å.

The relative energy (zero: lowest compared OMol25 entry of this formula, charge and spin) is 2.664 eV. The SMILES is CC(C)C(=O)O. For the frontier orbital gap, the calculation gives 10.6 eV.

=====

Number 1: molar mass 612.5 u, energy -2290.334253 Eh, LUMO energy 0.1 eV. Number 2: molar mass 721.9 u, energy -4995.219505 Eh, LUMO energy 0.9 eV. Number 3: molar mass 207.2 u, energy -1482.612060 Eh, LUMO energy -4.7 eV. Number 4: molar mass 88.1 u, energy -307.614549 Eh, LUMO energy 0.5 eV.